# 1
# C2H7OS

2 unconnected molecules or ions with the total composition C2H7OS (wB97M-V/def2-TZVPD, OMol25).

Calculated values
**ΔE to the lowest compared entry with this formula, charge and spin**: 256.0 kJ/mol
**Highest occupied orbital energy**: -0.04342 Ha
**DFT total energy**: -15068.75288 eV
**LUMO level**: 0.1442 Eh
**Charge**: -1
**Gap between HOMO and LUMO**: 5.106 eV

XYZ file:
```
11
C2H7OS wB97M-V/def2-TZVPD
O -0.73 -1.12 2.99
H -1.64 -0.80 2.89
C 0.10 1.88 -0.59
S 0.07 0.36 0.14
C 0.47 -0.95 -1.21
H -0.70 2.61 -0.60
H 0.96 2.16 -1.20
H -0.43 -0.80 2.12
H 0.62 -0.29 -2.08
H 1.48 -1.30 -0.95
H -0.20 -1.76 -1.52
```

# 2
# C2H7OS

2 unconnected molecules or ions with the total composition C2H7OS (wB97M-V/def2-TZVPD, OMol25).

Calculated values
**ΔE to the lowest compared entry with this formula, charge and spin**: 26.3 kJ/mol
**Highest occupied orbital energy**: -0.10582 Ha
**DFT total energy**: -15071.13301 eV
**LUMO level**: 0.1544 Eh
**Charge**: -1
**Gap between HOMO and LUMO**: 7.080 eV

XYZ file:
```
11
C2H7OS wB97M-V/def2-TZVPD
S -2.53 -1.13 -0.47
H -3.37 -0.14 -0.78
C 0.62 0.64 -0.34
O -0.56 1.15 0.25
C 1.26 -0.45 0.57
H 0.32 0.13 -1.26
H 1.24 1.50 -0.59
H -1.14 0.35 0.43
H 0.42 -1.14 0.68
H 2.10 -0.92 0.05
H 1.64 0.02 1.47
```

# 3
# C2H7OS

2 unconnected molecules or ions with the total composition C2H7OS (wB97M-V/def2-TZVPD, OMol25).

Calculated values
**ΔE to the lowest compared entry with this formula, charge and spin**: 244.6 kJ/mol
**Highest occupied orbital energy**: -0.04965 Ha
**DFT total energy**: -15068.87025 eV
**LUMO level**: 0.1512 Eh
**Charge**: -1
**Gap between HOMO and LUMO**: 5.466 eV

XYZ file:
```
11
C2H7OS wB97M-V/def2-TZVPD
O 0.64 -2.69 1.43
H 0.93 -1.80 1.16
C -0.58 -0.67 -0.53
S 0.49 0.32 0.41
C 0.22 2.12 -0.36
H -0.55 -0.51 -1.60
H -1.49 -1.06 -0.05
H -0.15 -2.73 0.87
H -0.01 2.71 0.53
H 1.15 2.38 -0.86
H -0.65 1.94 -1.00
```

# 4
# C2H7OS

2 unconnected molecules or ions with the total composition C2H7OS (wB97M-V/def2-TZVPD, OMol25).

Calculated values
**ΔE to the lowest compared entry with this formula, charge and spin**: 100.5 kJ/mol
**Highest occupied orbital energy**: -0.09292 Ha
**DFT total energy**: -15070.36379 eV
**LUMO level**: 0.1420 Eh
**Charge**: -1
**Gap between HOMO and LUMO**: 6.393 eV

XYZ file:
```
11
C2H7OS wB97M-V/def2-TZVPD
S -1.55 2.77 0.43
H -0.48 3.56 0.44
C 0.59 -1.23 0.11
O -0.16 -1.37 1.37
C 0.07 -0.09 -0.83
H 1.66 -1.33 0.41
H 0.20 -2.20 -0.34
H -0.09 -0.54 1.80
H 0.84 0.62 -1.10
H -0.19 -0.53 -1.77
H -0.89 0.34 -0.52
```

# 5
# C2H7OS

2 unconnected molecules or ions with the total composition C2H7OS (wB97M-V/def2-TZVPD, OMol25).

Calculated values
**ΔE to the lowest compared entry with this formula, charge and spin**: 267.7 kJ/mol
**Highest occupied orbital energy**: -0.07298 Ha
**DFT total energy**: -15068.63086 eV
**LUMO level**: 0.1252 Eh
**Charge**: -1
**Gap between HOMO and LUMO**: 5.393 eV

XYZ file:
```
11
C2H7OS wB97M-V/def2-TZVPD
C -1.52 -1.02 0.57
S -1.81 -0.89 2.38
H -1.94 -0.27 -0.13
H -2.20 -1.88 0.45
H -0.40 -1.08 0.55
H -0.77 -0.30 3.00
C 1.73 1.06 -1.37
O 1.32 0.68 -0.13
H 2.48 0.48 -1.90
H 2.16 2.10 -1.34
H 0.96 1.13 -2.07
```

# 6
# C2H7OS

2 unconnected molecules or ions with the total composition C2H7OS (wB97M-V/def2-TZVPD, OMol25).

Calculated values
**ΔE to the lowest compared entry with this formula, charge and spin**: 46.2 kJ/mol
**Highest occupied orbital energy**: -0.10674 Ha
**DFT total energy**: -15070.92662 eV
**LUMO level**: 0.1527 Eh
**Charge**: -1
**Gap between HOMO and LUMO**: 7.060 eV

XYZ file:
```
11
C2H7OS wB97M-V/def2-TZVPD
S -1.23 2.54 -0.36
H -1.62 3.74 0.01
C 0.30 -0.69 -0.62
O -1.09 -0.49 -0.64
C 0.87 -1.02 0.79
H 0.51 -1.48 -1.36
H 0.80 0.21 -1.00
H -1.24 0.43 -0.29
H 1.23 -2.04 0.86
H 1.53 -0.28 1.24
H -0.05 -0.93 1.38
```

# 7
# C2H7P

2 unconnected molecules or ions with the total composition C2H7P (wB97M-V/def2-TZVPD, OMol25).

Calculated values
**ΔE to the lowest compared entry with this formula, charge and spin**: 212.2 kJ/mol
**Highest occupied orbital energy**: -0.32672 Ha
**DFT total energy**: -11473.76294 eV
**LUMO level**: 0.0264 Eh
**Gap between HOMO and LUMO**: 9.609 eV

XYZ file:
```
10
C2H7P wB97M-V/def2-TZVPD
C -0.09 -0.97 0.99
C -0.11 0.80 -1.19
P -0.26 0.82 0.68
H -0.93 -1.63 0.69
H -0.18 -1.17 2.03
H 0.91 -1.30 0.50
H -1.24 0.63 -1.40
H 0.23 -0.21 -1.78
H 0.12 1.72 -1.64
H 1.56 1.30 1.11
```

# 8
# C2H7PS3

A single C2H7PS3 molecule (wB97M-V/def2-TZVPD, OMol25).

Calculated values
**ΔE to the lowest compared entry with this formula, charge and spin**: 19.0 kJ/mol
**Structure (SMILES)**: CS[P@@](C)(=S)S
**Highest occupied orbital energy**: -0.33046 Ha
**DFT total energy**: -43982.52181 eV
**LUMO level**: 0.0092 Eh
**Gap between HOMO and LUMO**: 9.241 eV

XYZ file:
```
13
C2H7PS3 wB97M-V/def2-TZVPD
C 0.99 0.34 1.85
C -2.17 -0.27 -1.24
P 0.56 -0.13 0.12
S 0.75 -2.08 -0.32
S 1.84 1.17 -1.07
S -1.36 0.75 -0.02
H 0.85 1.46 1.84
H 0.33 -0.22 2.58
H 2.16 0.25 1.96
H -3.07 -0.77 -1.14
H -1.36 -0.99 -1.33
H -2.12 0.27 -2.24
H 2.62 0.21 -0.97
```